Entry 1:
2 unconnected molecules or ions with the total composition C2H7OS, computed with the ωB97M-V functional and the def2-TZVPD basis.

The geometry in XYZ format:
```
11
Properties=species:S:1:pos:R:3:forces:R:3:mulliken_charge:R:1
O 1.463777 -0.706754 -1.948566 0.1 0.2 -0.1 -1.112
H 2.133897 -0.197875 -2.428551 -0.2 -0.2 0.0 0.127
C 0.955904 0.581310 0.757863 0.7 0.4 0.0 -0.749
S -0.817819 0.516637 0.985376 -0.2 -0.1 -0.3 -0.181
C -1.168913 -0.594894 -0.421131 -0.6 -0.1 0.5 -0.570
H 1.194419 0.902445 -0.256400 -0.1 -0.3 -0.1 0.239
H 1.446720 -0.386617 0.893252 -0.2 0.1 0.0 0.270
H 1.370096 1.320300 1.446030 -0.1 -0.1 0.2 0.307
H -2.193146 -0.402438 -0.762794 0.2 0.1 -0.1 0.266
H -0.413606 -0.469835 -1.205995 0.1 0.0 -0.1 0.199
H -1.157977 -1.615845 -0.041548 0.2 -0.1 -0.2 0.205
```
Forces are in eV/Å.

## Properties
Charge: -1
Kohn-Sham gap: 6.25 eV
Energy: -553.804800 hartree
Energy above the lowest of the compared OMol25 structures with the same formula, charge and spin: 37.12 kcal/mol
E_LUMO: 3.594 eV

***

Entry 2:
A molecular structure, C33H53BF4I2N2OP2SiW, computed with the ωB97M-V functional and the def2-TZVPD basis.

The geometry in XYZ format:
```
100
Properties=species:S:1:pos:R:3:forces:R:3:mulliken_charge:R:1
W 0.108031 1.089893 -0.519286 -2.2 -1.2 0.7 -0.299
C -2.203546 -2.481003 -3.319099 0.1 0.1 0.0 -1.609
C -2.249508 -2.051227 -1.851286 0.3 0.1 -0.3 1.468
C -3.274168 -2.891430 -1.083991 0.1 0.2 0.1 -1.531
P -2.296358 -0.178943 -1.545102 -1.0 -0.2 0.9 1.911
C -3.851966 0.582973 -2.286876 0.3 0.3 -0.3 0.705
C -3.501209 1.674167 -3.306872 0.0 0.1 0.0 -1.429
C -4.854799 -0.363083 -2.944286 0.1 -0.1 0.2 -1.713
C -2.721809 -0.319076 0.242675 0.4 0.0 -0.1 -0.287
C -3.949832 -0.198186 0.865285 0.0 -0.1 0.0 -0.292
C -4.078685 -0.384468 2.239975 -0.1 0.0 -0.1 0.443
C -5.428016 -0.258039 2.892238 0.1 0.0 0.0 -1.656
C -2.945063 -0.711453 2.975903 0.0 -0.1 0.0 -1.082
C -1.703629 -0.825271 2.371550 0.2 0.1 0.0 -0.123
C -1.586753 -0.620378 1.003785 -0.6 -0.2 -0.1 -0.680
N -0.346482 -0.700799 0.295953 0.4 0.2 0.2 0.890
C 0.351329 -1.907514 0.275878 0.5 -0.3 -0.1 -0.963
C -0.148211 -3.107117 0.788980 -0.2 0.3 0.0 0.342
C 0.512484 -4.301941 0.562010 0.1 0.1 0.0 -1.278
C 1.665169 -4.353820 -0.211948 0.0 -0.1 0.0 0.915
C 2.369292 -5.654001 -0.496410 0.0 0.1 0.1 -1.570
C 2.187156 -3.152534 -0.678390 0.0 0.1 -0.1 -0.610
C 1.585642 -1.933662 -0.400309 -0.3 0.1 0.1 -0.296
P 2.361022 -0.303556 -0.628514 0.9 -0.8 -0.3 0.096
C 3.688049 -0.407318 0.717526 -0.3 0.4 0.2 0.902
C 4.479555 -1.710229 0.827854 0.0 0.0 -0.2 -1.637
C 3.018801 -0.130995 2.063249 0.1 0.1 0.0 -1.122
C 3.281107 -0.318949 -2.262773 -0.3 0.4 0.0 1.083
C 3.399472 1.128631 -2.759179 0.0 -0.1 0.0 -1.424
C 4.658809 -0.971732 -2.317765 -0.1 -0.1 0.1 -1.770
H -1.826119 -3.504660 -3.370153 -0.1 0.0 0.0 0.429
H -1.541919 -1.854699 -3.908619 0.0 -0.1 0.0 0.259
H -3.191689 -2.469966 -3.775864 0.0 0.0 0.0 0.399
H -1.273023 -2.304901 -1.433208 0.0 0.1 0.0 -0.644
H -4.293613 -2.701820 -1.413099 0.0 -0.1 0.0 0.177
H -3.217561 -2.717742 -0.011609 -0.1 -0.1 0.0 0.240
H -3.046033 -3.944646 -1.261868 0.0 0.0 0.0 0.481
H -4.325131 1.075899 -1.435898 0.1 0.0 0.0 0.466
H -3.161918 1.230322 -4.241550 0.0 0.0 0.0 0.324
H -2.730828 2.351960 -2.950227 0.0 0.0 0.0 0.081
H -4.395971 2.266733 -3.512246 0.0 0.0 0.0 0.544
H -4.430368 -0.810722 -3.840521 0.0 0.0 0.0 0.285
H -5.718730 0.228615 -3.253993 0.0 0.0 0.0 0.464
H -5.208973 -1.152986 -2.285540 0.0 0.0 0.0 0.225
H -4.833535 0.030193 0.280367 0.0 0.0 0.0 0.434
H -6.001146 0.543391 2.427386 0.0 0.0 0.0 0.387
H -5.328817 -0.047773 3.956208 0.0 0.0 0.0 0.412
H -5.997660 -1.183245 2.781694 0.0 0.0 0.0 0.292
H -3.035056 -0.890329 4.040839 0.0 0.1 0.0 0.411
H -0.824256 -1.065207 2.956899 0.0 0.0 0.0 0.699
H -1.072437 -3.103079 1.349434 0.0 0.0 0.0 0.489
H 0.104075 -5.210627 0.987888 0.0 0.0 -0.1 0.346
H 1.742756 -6.501013 -0.221817 0.0 0.0 0.0 0.399
H 3.295801 -5.717352 0.078526 0.0 -0.1 0.0 0.301
H 2.626926 -5.733959 -1.552734 0.0 -0.1 0.0 0.369
H 3.089974 -3.169754 -1.276901 0.0 0.0 0.1 0.334
H 4.386988 0.401458 0.489674 -0.1 0.1 0.0 0.728
H 3.826093 -2.572981 0.942912 0.0 0.0 0.1 0.298
H 5.094399 -1.644964 1.727098 0.0 0.0 0.0 0.504
H 5.151176 -1.881778 -0.009646 -0.1 -0.1 0.0 0.339
H 2.226193 -0.859620 2.257627 0.0 0.0 0.0 0.093
H 2.591053 0.863774 2.106515 0.0 0.0 0.0 -0.234
H 3.755136 -0.211016 2.865970 0.0 -0.1 0.0 0.610
H 2.617679 -0.858787 -2.940573 -0.1 0.0 0.1 0.248
H 4.168277 1.666983 -2.204518 0.0 0.0 0.1 0.369
H 2.460772 1.661903 -2.650230 0.0 0.1 -0.1 -0.027
H 3.657253 1.134119 -3.818317 0.0 0.0 0.0 0.486
H 5.376694 -0.446863 -1.685892 0.0 0.0 0.0 0.324
H 5.017589 -0.903166 -3.346347 0.0 0.0 0.0 0.519
H 4.644281 -2.025802 -2.045373 0.1 0.0 0.0 0.268
I -2.053894 2.969485 -0.160666 0.3 -0.2 0.0 -0.178
F -1.054248 0.075069 -4.543030 -0.1 -0.1 -0.1 -0.329
B 0.009943 0.540268 -3.818443 0.1 0.3 0.6 -0.172
F -0.361176 1.702503 -3.062189 0.0 0.0 -0.5 -0.048
F 0.340637 -0.384510 -2.730534 0.2 -0.1 -0.1 -0.002
F 1.117918 0.790248 -4.581615 0.1 -0.1 -0.1 -0.330
N 1.200507 4.382111 -2.519267 0.0 -0.3 -0.1 -0.266
C 1.106930 3.926053 -1.256702 0.4 0.6 0.1 0.854
O 0.891502 2.626457 -1.172805 1.1 1.1 0.2 0.387
C 1.299044 4.728075 -0.147076 0.1 -0.5 0.0 -1.787
I 3.802176 3.548559 0.417539 0.0 0.2 0.0 -0.192
H 0.982815 3.756551 -3.278118 0.0 -0.1 0.0 0.164
H 1.226918 5.368208 -2.697851 0.0 0.0 0.0 0.234
H 1.009958 4.376020 0.829387 0.0 -0.1 0.0 0.204
H 1.470671 5.786028 -0.278274 0.0 0.0 -0.1 0.275
C -1.070448 3.314968 4.916260 0.2 -0.1 -0.1 -1.026
Si 0.631987 2.836671 4.265934 0.1 0.1 0.2 -0.275
C 1.433567 1.479230 5.306074 -0.1 0.2 -0.1 -0.964
C 1.750098 4.348591 4.145542 -0.2 -0.2 0.0 -0.940
C 0.456595 2.132131 2.572167 0.1 0.0 0.1 -0.815
C 0.417527 1.665477 1.447946 -0.3 0.3 -0.9 1.857
H -0.984181 3.854894 5.861270 0.0 0.0 0.0 0.354
H -1.697747 2.438184 5.084049 0.0 0.0 0.0 0.296
H -1.587385 3.959943 4.204201 0.0 0.0 0.0 0.329
H 1.600903 1.793091 6.338027 0.0 0.0 0.0 0.394
H 2.398576 1.203330 4.877388 0.0 0.0 0.0 0.242
H 0.808687 0.584356 5.323191 0.0 0.0 0.0 0.299
H 1.970882 4.768493 5.128749 0.0 0.0 0.0 0.377
H 1.280404 5.132672 3.548632 0.0 0.0 0.0 0.284
H 2.696623 4.092011 3.667144 0.0 0.0 0.0 0.262
```
Forces are in eV/Å.

## Properties
Spin multiplicity: 3
Kohn-Sham gap (spin up / spin down): 5.41 / 6.17 eV
Energy: -3533.255857 hartree
Energy above the lowest of the compared OMol25 structures with the same formula, charge and spin: 82.86 kcal/mol
E_LUMO (spin up / spin down): -1.897 / -1.688 eV
Expectation value of S²: 2.019

***

Entry 3:
H2O4 in the gas phase, computed with the ωB97M-V functional and the def2-TZVPD basis.

The geometry in XYZ format:
```
6
Properties=species:S:1:pos:R:3:forces:R:3:mulliken_charge:R:1
O -1.543382 0.271479 -0.244406 -1.1 -1.8 -0.1 -0.335
O -0.564748 -0.535318 -0.940413 -0.7 2.0 -0.9 -0.037
O 0.345884 -0.909548 -0.092734 0.9 -2.5 1.9 0.030
O 1.218581 0.171978 0.225624 1.9 0.6 2.3 -0.385
H -1.113178 1.098362 -0.112942 1.0 1.3 -0.1 0.353
H 1.656842 -0.096953 1.164871 -1.9 0.5 -3.2 0.373
```
Forces are in eV/Å.

## Properties
Kohn-Sham gap: 11.12 eV
Energy: -301.868929 hartree
Energy above the lowest of the compared OMol25 structures with the same formula, charge and spin: 7.90 kcal/mol
E_LUMO: 0.564 eV
SMILES: OOOO

***

Entry 4:
A molecular structure, C2H2BrCl3, computed with the ωB97M-V functional and the def2-TZVPD basis.

The geometry in XYZ format:
```
8
Properties=species:S:1:pos:R:3:forces:R:3:mulliken_charge:R:1
C -0.296056 0.477666 -0.030203 1.0 -2.9 -0.6 -0.521
C 2.897737 -0.011094 0.678986 0.9 0.0 -0.6 0.153
Cl 0.043551 2.094177 0.009754 0.0 0.6 0.0 -0.089
Cl 3.161967 1.464166 1.492005 -0.2 -0.1 0.3 -0.068
Cl 3.274675 -1.465397 1.497666 -0.3 0.0 0.4 -0.099
Br 3.619204 -0.001611 -1.082704 -0.4 0.0 -0.1 -0.028
H -1.003735 -0.040120 0.576599 -0.9 0.8 0.7 0.346
H 0.391851 -0.314985 -0.429577 -0.2 1.6 -0.1 0.305
```
Forces are in eV/Å.

## Properties
Kohn-Sham gap (spin up / spin down): 8.94 / 7.15 eV
Energy: -4031.852687 hartree
Energy above the lowest of the compared OMol25 structures with the same formula, charge and spin: 84.03 kcal/mol
E_LUMO (spin up / spin down): 0.000 / -1.208 eV